ORCA calculation (ωB97M-V/def2-TZVPD) on a cluster of 3 separate species, C23H47NO8PS in total.

Geometry as XYZ:
```
81
C23H47NO8PS ωB97M-V/def2-TZVPD
C 4.7849 -1.8381 1.5277
O 5.0744 -0.4834 1.7831
C 4.4332 0.3957 0.8837
C 4.3897 1.7842 1.5006
C 3.9923 2.8801 0.4968
C 2.5691 3.4610 0.6492
C 1.6253 3.1669 -0.5322
C 0.3838 2.2557 -0.2551
P -0.9377 3.4212 0.2527
O -2.0350 2.5680 1.0676
O -0.2595 4.2042 1.4910
S -1.6430 4.5123 -1.1514
C -0.0778 1.5652 -1.5546
C 0.6401 0.2491 -1.9006
C -0.0991 -0.4307 -3.0536
C 2.1037 0.4574 -2.3116
N 0.6040 -0.6953 -0.7412
O 1.4772 -1.6260 -0.7856
C 0.1427 -0.2317 0.5995
C -1.3833 -0.3845 0.6637
C 0.7415 -1.1371 1.6689
C 0.6734 1.1954 0.8322
H 5.4101 -2.4289 2.1962
H 5.0101 -2.1149 0.4896
H 3.7297 -2.0726 1.7185
H 3.4259 0.0163 0.6515
H 4.9855 0.4364 -0.0681
H 3.7032 1.7837 2.3532
H 5.3872 1.9710 1.9050
H 4.7107 3.6988 0.5639
H 4.1057 2.4768 -0.5165
H 2.1260 3.0975 1.5784
H 2.6411 4.5420 0.7736
H 1.2523 4.1019 -0.9604
H 2.2043 2.7025 -1.3282
H -2.8434 2.3909 0.5258
H -0.6953 4.0259 2.3313
H 0.0624 2.2438 -2.3995
H -1.1535 1.3773 -1.5185
H 0.0102 0.1509 -3.9719
H -1.1643 -0.5287 -2.8325
H 0.3217 -1.4237 -3.2175
H 2.4704 -0.4034 -2.8688
H 2.1737 1.3353 -2.9567
H 2.7588 0.5922 -1.4501
H -1.7763 0.1416 1.5320
H -1.6232 -1.4466 0.7532
H -1.8963 -0.0106 -0.2200
H 1.8241 -1.0279 1.7388
H 0.5148 -2.1817 1.4622
H 0.3013 -0.8683 2.6324
H 0.3039 1.5151 1.8120
H 1.7584 1.1099 0.9384
O -0.7523 -8.2163 -3.5769
C -0.0403 -7.4954 -2.9332
O -0.6097 -6.5154 -2.2005
C 0.1424 -5.6695 -1.3172
C 0.8018 -4.5134 -2.0336
C 1.4651 -7.6281 -2.9686
H 0.8620 -6.2602 -0.7482
H -0.6029 -5.3059 -0.6111
H 1.5408 -4.8594 -2.7575
H 1.2975 -3.8573 -1.3186
H 0.0530 -3.9256 -2.5656
H 1.8252 -7.0853 -3.8435
H 1.6991 -8.6801 -3.1062
H 1.9809 -7.2454 -2.0936
O -4.4744 1.8149 0.1186
C -5.2351 1.9823 1.0478
O -6.4379 2.4908 0.7930
C -7.4315 2.6559 1.8205
C -7.2410 3.9472 2.5844
C -4.7897 1.6945 2.4600
H -7.4439 1.7859 2.4772
H -8.3719 2.6654 1.2737
H -6.2954 3.9595 3.1266
H -8.0487 4.0704 3.3063
H -7.2551 4.7948 1.9001
H -4.1655 2.5393 2.7555
H -4.1515 0.8147 2.4228
H -5.5604 1.5495 3.2097
```

Orbital gap (spin up / spin down): 8.4 / 9.1 eV
Spin multiplicity: 2
Lowest unoccupied orbital energy (spin up / spin down): 0.009 / 0.009 Eh
Strongest force on any atom: 0.7 eV/A

=====

ORCA calculation (ωB97M-V/def2-TZVPD) on a cluster of 2 separate species, C25H54IO4P2 in total.

Geometry as XYZ:
```
86
C25H54IO4P2 ωB97M-V/def2-TZVPD
C -1.2600 -4.1929 1.7988
O -1.0230 -2.8877 2.3020
C -2.1630 -2.0393 2.2761
C -2.4805 -1.4901 0.8730
C -3.8712 -1.8649 0.3655
C -4.9867 -1.1165 1.1017
C -6.3484 -1.8271 1.1644
C -6.5699 -2.5669 2.4804
C -7.9790 -3.1030 2.7284
O -5.5663 -3.5869 2.7379
C -5.6535 -4.8524 2.2712
O -5.3619 -5.7647 2.9606
P -5.8514 -5.1498 0.3881
O -5.3818 -6.7080 0.4818
I -8.2890 -5.3916 0.1714
H -0.8353 -4.9221 2.4927
H -2.3323 -4.3990 1.7005
H -0.7920 -4.3263 0.8146
H -3.0229 -2.5928 2.6811
H -1.9392 -1.2344 2.9814
H -2.3765 -0.3974 0.8867
H -1.7127 -1.8677 0.1869
H -4.0115 -2.9416 0.4930
H -3.9476 -1.6773 -0.7115
H -5.1173 -0.1346 0.6334
H -4.6566 -0.9167 2.1303
H -6.4992 -2.4807 0.2950
H -7.1473 -1.0790 1.1171
H -6.3542 -1.8344 3.2646
H -8.2726 -2.9454 3.7676
H -8.7025 -2.5901 2.0895
H -8.0610 -4.1704 2.5208
H -5.3478 -7.0992 -0.4041
C 1.5407 -1.8705 0.1874
C 1.2439 -1.0674 -1.0718
C 2.4900 -0.7234 -1.8867
C 3.4154 0.3397 -1.2719
P 2.9494 2.0644 -1.5250
C 2.6138 2.2812 -3.2913
C 3.6014 1.7064 -4.3200
C 4.9210 2.4535 -4.5309
C 4.7670 3.9515 -4.7641
C 4.3832 3.0813 -1.1139
C 5.0467 3.0049 0.2720
C 4.4137 3.8048 1.4119
C 3.9928 5.2209 1.0373
C 1.3829 2.6014 -0.7910
C 1.1695 2.7937 0.7168
C 1.5005 1.6126 1.6404
C 0.2796 0.7876 2.0363
H 2.2183 -1.3453 0.8656
H 0.6346 -2.0799 0.7562
H 2.0015 -2.8286 -0.0610
H 0.6930 -0.1614 -0.8044
H 0.5748 -1.6436 -1.7145
H 2.2041 -0.4241 -2.8974
H 3.0880 -1.6301 -2.0021
H 4.4045 0.2732 -1.7394
H 3.5867 0.1530 -0.2108
H 2.4451 3.3490 -3.4523
H 1.6396 1.8073 -3.4461
H 3.0644 1.6911 -5.2712
H 3.8135 0.6608 -4.0856
H 5.4006 2.0069 -5.4039
H 5.6127 2.2708 -3.7049
H 4.1243 4.1506 -5.6237
H 5.7345 4.4110 -4.9617
H 4.3383 4.4667 -3.9018
H 4.1576 4.1098 -1.4049
H 5.1218 2.7309 -1.8387
H 6.0659 3.3689 0.1261
H 5.1483 1.9583 0.5710
H 5.1550 3.8603 2.2113
H 3.5730 3.2586 1.8379
H 4.8438 5.8090 0.6879
H 3.5701 5.7350 1.8999
H 3.2332 5.2383 0.2519
H 0.6321 1.9219 -1.2046
H 1.1949 3.5613 -1.2864
H 0.1125 3.0442 0.8340
H 1.7103 3.6854 1.0293
H 1.9622 2.0011 2.5497
H 2.2481 0.9585 1.1862
H -0.4037 1.3930 2.6344
H 0.5667 -0.0783 2.6326
H -0.2677 0.4244 1.1649
```

Charge: +1
Orbital gap: 8.4 eV
ΔE to the lowest compared entry with this formula, charge and spin: 0.0 kcal per mole
Spin multiplicity: 1
Lowest unoccupied orbital energy: -0.075 Eh
Strongest force on any atom: 1.0 eV/A

=====

ORCA calculation (ωB97M-V/def2-TZVPD) on a structure of composition CH5O2PS3.

Geometry as XYZ:
```
12
CH5O2PS3 ωB97M-V/def2-TZVPD
C -1.5509 -0.3423 0.8135
O 1.2035 -1.0688 0.6314
O -0.5350 0.2379 -0.6170
P 0.9239 -0.1885 -0.7032
S 1.3341 -1.1022 -2.4042
S -3.0833 0.2249 0.2182
S 1.9561 1.6908 -0.2562
H -1.3614 0.1055 1.6960
H -1.2600 -1.4773 0.7143
H 2.1249 -1.2580 0.6983
H -2.6326 1.4621 0.4717
H 2.8807 1.7160 -1.2629
```

Orbital gap: 8.4 eV
ΔE to the lowest compared entry with this formula, charge and spin: 26.4 kcal per mole
Spin multiplicity: 1
Lowest unoccupied orbital energy: -0.011 Eh
Strongest force on any atom: 6.5 eV/A

=====

ORCA calculation (ωB97M-V/def2-TZVPD) on a structure of composition C2H7NO2S.

Geometry as XYZ:
```
13
C2H7NO2S ωB97M-V/def2-TZVPD
C 1.7553 1.0198 0.1618
C -2.3408 0.5992 -0.3632
N 2.4263 1.9912 -0.2925
O 0.5933 -1.2099 1.0006
O -1.1455 0.4972 0.3351
S 0.2136 -0.4630 -0.1408
H 0.7205 -3.6277 0.4087
H 1.8733 0.6415 1.2580
H 2.2456 2.2971 -1.2724
H -2.2061 0.9530 -1.3891
H -2.9362 1.2979 0.2358
H -2.6731 -0.5287 -0.4529
H 1.4738 -3.4676 0.5110
```

Orbital gap: 9.4 eV
ΔE to the lowest compared entry with this formula, charge and spin: 116.1 kcal per mole
Spin multiplicity: 1
Lowest unoccupied orbital energy: 0.018 Eh
Strongest force on any atom: 4.2 eV/A